{"formula": "C19H60O11", "method": "ωB97M-V/def2-TZVPD", "de_lowest_kcal_mol": 104.9, "smiles": "CC(C)O.CC(C)O.CC(C)O.CC(C)O.CO.CO.CO.CO.CO.CO.CO", "homo_ev": -9.468, "homo_lumo_gap_ev": 9.637, "species": ["C", "O", "H", "H", "H", "H", "C", "O", "H", "H", "H", "H", "C", "O", "H", "H", "H", "H", "C", "O", "H", "H", "H", "H", "C", "O", "H", "H", "H", "H", "C", "O", "H", "H", "H", "H", "C", "O", "H", "H", "H", "H", "C", "C", "C", "O", "H", "H", "H", "H", "H", "H", "H", "H", "C", "C", "C", "O", "H", "H", "H", "H", "H", "H", "H", "H", "C", "C", "C", "O", "H", "H", "H", "H", "H", "H", "H", "H", "C", "C", "C", "O", "H", "H", "H", "H", "H", "H", "H", "H"], "positions_angstrom": [[-1.470, 4.892, 0.473], [-2.344, 5.524, -0.486], [-0.718, 4.346, -0.097], [-0.927, 5.722, 0.926], [-1.968, 4.270, 1.217], [-1.800, 5.973, -1.137], [-4.061, 0.773, 1.920], [-2.689, 0.594, 2.370], [-4.732, 0.248, 2.598], [-4.226, 1.837, 1.751], [-4.129, 0.234, 0.975], [-2.648, 1.095, 3.188], [3.866, 3.219, 2.114], [4.171, 3.858, 0.923], [3.305, 2.289, 2.021], [4.746, 3.083, 2.744], [3.257, 3.908, 2.699], [4.242, 3.134, 0.296], [3.156, 1.981, -2.115], [4.101, 2.126, -1.062], [3.254, 1.005, -2.590], [2.137, 2.011, -1.728], [3.204, 2.704, -2.930], [4.927, 1.763, -1.389], [0.254, -0.664, 4.059], [1.599, -0.848, 4.483], [-0.396, -1.245, 4.714], [-0.017, 0.387, 4.157], [0.069, -0.981, 3.033], [1.896, -1.635, 4.021], [0.136, 2.511, -4.356], [0.212, 1.167, -4.023], [-0.460, 2.540, -5.268], [-0.307, 3.154, -3.596], [1.084, 2.996, -4.588], [0.927, 0.786, -4.538], [1.675, 6.137, 2.595], [1.561, 5.402, 1.361], [1.905, 5.535, 3.473], [2.556, 6.770, 2.491], [0.797, 6.767, 2.736], [2.176, 4.669, 1.284], [-1.735, -3.531, 1.408], [-1.578, -5.071, 1.327], [-1.675, -5.759, 2.682], [-2.672, -5.536, 0.582], [-1.803, -3.082, 0.417], [-0.893, -3.031, 1.888], [-2.639, -3.285, 1.964], [-0.641, -5.388, 0.867], [-2.647, -5.480, 3.089], [-0.998, -5.403, 3.458], [-1.640, -6.847, 2.619], [-2.847, -4.835, -0.050], [-1.048, 1.232, -1.122], [-0.078, 0.634, -0.065], [0.425, 1.679, 0.873], [-0.713, -0.476, 0.541], [-0.651, 2.115, -1.621], [-2.048, 1.484, -0.768], [-1.207, 0.505, -1.918], [0.813, 0.286, -0.589], [-0.171, 2.045, 1.709], [0.775, 2.541, 0.304], [1.355, 1.229, 1.219], [-1.480, -0.245, 1.068], [1.667, -3.526, -0.583], [2.840, -3.224, -1.526], [3.289, -1.774, -1.435], [3.850, -4.144, -1.267], [0.759, -2.994, -0.867], [1.938, -3.124, 0.393], [1.384, -4.567, -0.424], [2.427, -3.437, -2.512], [3.699, -1.515, -0.459], [2.420, -1.137, -1.603], [4.041, -1.613, -2.207], [4.343, -4.081, -2.088], [-2.819, -2.740, -3.723], [-2.550, -2.670, -2.278], [-3.522, -1.703, -1.520], [-2.708, -3.986, -1.804], [-3.780, -3.183, -3.984], [-2.120, -3.399, -4.239], [-2.681, -1.750, -4.156], [-1.541, -2.356, -2.011], [-3.046, -0.726, -1.437], [-3.572, -1.956, -0.461], [-4.525, -1.648, -1.942], [-2.317, -4.563, -2.464]], "forces_ev_per_angstrom": [[0.908, 1.456, -1.211], [-0.850, -0.682, 0.402], [-0.017, -0.506, 0.384], [0.095, -0.389, 0.667], [-0.331, 0.175, -0.404], [0.107, -0.052, 0.138], [1.121, -0.739, -0.341], [-0.848, 0.175, -0.085], [-0.236, 0.539, 0.154], [-0.511, -0.139, 0.171], [0.001, 0.206, -0.119], [0.416, -0.081, 0.142], [-0.187, 0.574, 1.758], [-0.052, 0.035, -0.395], [0.107, -0.117, -0.194], [0.246, -0.424, -0.052], [-0.251, -0.106, 0.229], [0.085, 0.227, -0.862], [-0.711, -0.605, -0.380], [-0.099, -0.234, -0.718], [0.085, -0.183, 0.086], [0.158, 0.141, 0.303], [0.424, 0.459, 0.270], [0.178, 0.043, 0.146], [-0.312, -0.128, 0.368], [0.000, 0.058, -0.451], [-0.285, -0.006, 0.021], [0.154, 0.025, -0.022], [0.151, 0.108, -0.107], [0.286, -0.035, 0.143], [-0.346, 1.160, -1.294], [0.637, -0.936, 0.990], [-0.241, 0.724, -0.073], [-0.290, -0.538, 0.234], [0.387, -0.253, 0.026], [-0.059, -0.163, 0.012], [1.264, -0.209, -0.971], [-1.077, 0.358, 0.502], [-0.544, -0.347, 0.030], [-0.038, 0.457, 0.108], [-0.034, -0.306, -0.060], [0.458, 0.202, 0.215], [0.760, -0.430, 0.259], [-0.123, 0.606, 0.875], [-0.600, 0.562, 0.550], [-0.317, -0.489, -0.236], [0.005, -0.166, -0.041], [0.090, -0.090, 0.139], [-0.094, -0.076, 0.033], [0.262, 0.302, -0.321], [-0.303, -0.223, -0.039], [0.544, -0.036, -0.345], [0.125, 0.079, -0.151], [-0.247, -0.122, -0.620], [0.301, -0.476, -0.467], [-2.430, 0.912, -1.035], [1.576, 0.150, 0.429], [1.020, -0.909, -0.241], [0.159, 0.079, 0.184], [0.100, 0.067, 0.584], [0.077, -0.100, -0.022], [-0.185, -0.472, -0.120], [-0.297, -0.355, -0.199], [-0.194, 0.183, -0.093], [0.056, 0.256, 0.903], [-0.085, 0.676, 0.231], [0.126, 0.779, 0.728], [-2.413, -0.201, 0.619], [-0.227, -0.335, -0.175], [0.910, -0.159, -0.332], [0.023, 0.138, -0.184], [-0.074, -0.062, 0.295], [0.430, -0.113, -0.441], [0.170, 0.275, -0.531], [0.068, -0.206, 0.040], [0.067, 0.157, -0.178], [0.077, 0.334, -0.002], [0.774, -0.572, 0.185], [0.480, 0.651, -1.691], [-1.017, 0.604, 1.373], [0.992, -0.404, 0.207], [-0.341, -0.807, 0.916], [-0.326, 0.452, 0.388], [0.461, -0.002, 0.062], [-0.302, 0.007, -0.328], [0.249, 0.273, -0.364], [-0.200, 0.207, -0.641], [-0.221, -0.569, -0.032], [0.121, -0.038, -0.052], [0.024, -0.278, 0.124]], "lowdin_charge": [-0.1369, -0.1390, 0.0550, 0.0611, 0.0796, 0.0670, -0.0965, -0.1512, 0.0827, 0.0846, 0.0665, 0.0789, -0.1738, -0.1111, 0.0794, 0.0829, 0.0566, 0.0151, -0.1180, -0.1065, 0.0681, 0.0704, 0.0810, 0.1014, -0.1642, -0.1170, 0.0763, 0.0728, 0.0556, 0.0689, -0.1838, -0.1174, 0.0803, 0.0740, 0.0740, 0.0835, -0.1382, -0.1452, 0.0676, 0.0751, 0.0756, 0.0211, -0.0412, -0.4856, -0.0609, -0.0541, 0.0426, 0.0648, 0.0891, 0.1179, 0.0759, 0.0742, 0.0777, 0.0352, -0.0419, -0.4608, -0.0549, -0.0593, 0.0498, 0.0788, 0.0559, 0.1143, 0.0846, 0.0631, 0.0717, 0.0410, -0.0450, -0.5280, -0.0522, -0.0249, 0.0664, 0.0792, 0.0750, 0.1307, 0.0898, 0.0619, 0.0756, 0.0896, -0.0671, -0.4861, -0.0207, -0.0626, 0.0957, 0.0814, 0.0902, 0.1248, 0.0481, 0.0621, 0.0842, 0.0977]}